# 1
61
Properties=species:S:1:pos:R:3 method="wB97M-V/def2-TZVPD" de_lowest_kcal_mol=60.5 lumo_ev=-2.976 homo_ev=-9.4 charge=+1
C -5.76931 -3.50067 3.31963
N -6.06519 -2.43317 2.37977
C -6.05260 -1.09997 2.71303
C -6.34722 -0.31567 1.58173
C -6.00429 1.14411 1.46174
C -6.29278 2.03677 0.23142
C -5.54577 1.80970 -0.93411
C -5.62881 2.67485 -2.02684
C -6.47997 3.78474 -1.96322
C -7.15459 4.07174 -0.77146
C -7.06992 3.19686 0.31201
C -6.62845 -1.23974 0.50886
C -6.95170 -1.05530 -0.82471
C -7.01158 -2.17619 -1.65171
C -6.71413 -3.45450 -1.16201
C -6.35356 -3.66390 0.18408
C -6.40326 -2.56100 1.01918
H -5.73984 -4.45529 2.80207
H -4.80649 -3.33622 3.82655
H -6.53110 -3.57606 4.10708
H -5.82181 -0.78109 3.73598
H -6.32654 1.66030 2.37248
H -4.84110 0.97802 -0.95236
H -5.05584 2.44695 -2.93248
H -6.61907 4.40555 -2.85586
H -7.79157 4.95237 -0.72660
H -7.55695 3.45142 1.24874
H -7.15453 -0.04218 -1.17899
H -7.28199 -2.04173 -2.70267
H -6.79102 -4.30632 -1.82865
H -6.04174 -4.63863 0.55853
C -1.05735 2.78708 2.29863
C -1.85102 1.67912 2.95998
N -2.16133 1.92449 4.44647
C -2.92611 0.69621 4.92581
C -3.34494 0.77600 6.37730
C -0.97246 2.27601 5.26890
C 0.16285 1.48751 5.48971
C 1.19300 2.01304 6.32069
C 1.07046 3.27747 6.88003
C -0.05230 4.03949 6.63173
C -1.06297 3.52365 5.84010
B -2.79230 3.43830 4.87598
H -4.92093 1.09266 1.38770
H -0.68843 2.40247 1.34726
H -1.69237 3.64635 2.07932
H -0.20065 3.10336 2.90338
H -2.79882 1.48679 2.42423
H -1.29886 0.73096 2.91790
H -3.79066 0.52386 4.25808
H -2.25248 -0.15448 4.76588
H -3.65414 -0.22022 6.69398
H -2.52223 1.10397 7.02127
H -4.19555 1.44726 6.50152
H 0.33452 0.49351 5.06512
H 2.09465 1.42042 6.52566
H 1.86231 3.68814 7.51454
H -0.23632 5.03712 7.00982
H -1.96994 4.24005 5.72001
H -3.72893 3.33857 5.59436
H -2.88910 4.08007 3.88162

---

# 2
81
Properties=species:S:1:pos:R:3 method="wB97M-V/def2-TZVPD" lumo_ev=-1.710 homo_ev=-8.5 smiles="CCP(CC)[C@]1(CCCCO)C(=O)N[C@@](Cl)(S(=O)(=O)C(F)(F)C(F)(F)F)[C@@]1([PH2]=O)P(O)(O)=S.O=C1C=CC(=O)C=C1.O=C1C=CC(=O)C=C1" charge=0
C 3.73777 -3.97124 -4.87557
C 3.09685 -3.98348 -3.35363
P 3.33229 -2.38135 -2.36326
C 3.13087 -2.59031 -0.48606
C 4.57845 -3.19231 0.09609
C 2.40259 -0.88060 -3.08121
C 3.42273 -0.40226 -4.27320
C 3.13074 1.07867 -4.90267
C 4.25555 2.20572 -4.39174
C 5.75540 1.95370 -5.00103
O 5.81811 1.05660 -6.16469
C 2.73806 0.28789 -1.93055
O 3.82776 0.46807 -1.18243
N 1.50036 1.14968 -1.99604
C 0.35916 0.16649 -2.13631
Cl 0.34764 -0.55545 -0.38639
S -1.18228 1.19820 -2.32096
O -0.98061 2.51927 -3.16142
O -2.37286 0.45982 -3.04877
C -1.93502 1.78637 -0.67816
F -2.58662 0.67179 0.09154
F -3.08040 2.68421 -1.08625
C -0.93365 2.72099 0.21838
F -1.80017 3.81743 0.79392
F -0.41049 1.98886 1.43232
F 0.13551 3.41218 -0.53728
C 0.78371 -0.92357 -3.31413
P -0.05617 -2.52258 -2.65137
O -1.58092 -2.36881 -2.27935
P 0.02341 -0.79304 -5.05344
O -1.58792 -1.53404 -5.18982
O -0.23509 0.87595 -5.60486
S 1.06233 -1.73741 -6.45794
H 4.62183 -3.17777 -4.98780
H 4.24333 -5.02381 -5.03343
H 2.91830 -3.86137 -5.71564
H 3.68937 -4.83991 -2.76942
H 1.99968 -4.37398 -3.45864
H 2.31293 -3.38947 -0.19693
H 2.93907 -1.60921 0.12396
H 5.29937 -3.49400 -0.79144
H 5.04623 -2.40615 0.83571
H 4.34981 -4.16294 0.75133
H 3.56717 -1.20210 -5.14083
H 4.49990 -0.33119 -3.76121
H 3.20944 1.02446 -6.09145
H 2.09032 1.54379 -4.64629
H 3.89557 3.28309 -4.75726
H 4.30207 2.22703 -3.22243
H 6.46486 1.52443 -4.15284
H 6.21532 3.01666 -5.28096
H 6.71965 0.58601 -6.06318
H 1.50851 1.99740 -2.59926
H -0.00258 -3.50351 -3.74413
H 0.61216 -3.13629 -1.53678
H -1.62212 -2.07936 -6.04494
H -0.93184 0.80260 -6.33813
C -2.40089 0.67026 3.50501
C -3.70452 0.96306 3.53875
C -4.53184 0.64045 4.71802
O -5.72553 0.90628 4.74898
C -3.86280 -0.01640 5.85852
C -2.55917 -0.30921 5.82477
C -1.73184 0.01341 4.64550
O -0.53816 -0.25242 4.61454
H -1.77988 0.89939 2.64763
H -4.20975 1.44544 2.71058
H -4.48380 -0.24553 6.71590
H -2.05393 -0.79158 6.65294
C -6.07148 2.00253 8.06111
C -7.13217 2.64859 8.55493
C -7.39456 2.69269 10.00697
O -8.36624 3.28209 10.45969
C -6.43908 1.99697 10.89175
C -5.37838 1.35091 10.39793
C -5.11600 1.30681 8.94589
O -4.14432 0.71741 8.49317
H -5.86483 1.95986 6.99869
H -7.84180 3.16434 7.91913
H -6.64573 2.03964 11.95417
H -4.66876 0.83515 11.03373

---

# 3
70
Properties=species:S:1:pos:R:3 method="wB97M-V/def2-TZVPD" de_lowest_kcal_mol=30.2 lumo_ev="2.269 / 2.264" spin_multiplicity=4 homo_ev="-4.8 / -4.8" s2=3.76 charge=-1
Co 1.85716 -0.10394 0.59548
C -2.73893 3.83602 4.66750
Si -2.38488 3.09619 2.93956
C -2.63242 4.52006 1.69808
C -3.57942 1.63229 2.68532
C -0.60078 2.49316 2.98705
C 0.17966 2.52754 4.11976
C 1.49386 2.07209 4.06877
C 1.96995 1.58810 2.87229
N 1.23539 1.50838 1.75861
C -0.03529 1.96875 1.80146
S -0.99154 1.94289 0.39958
H -3.74345 4.24009 4.73632
H -2.04767 4.64291 4.88754
H -2.63305 3.08753 5.44561
H -3.63317 4.93695 1.76232
H -2.46375 4.16697 0.68790
H -1.91810 5.31445 1.89445
H -4.61460 1.96136 2.66065
H -3.46885 0.90942 3.48928
H -3.35249 1.12662 1.75353
H -0.22055 2.90938 5.04739
H 2.14131 2.09318 4.93198
H 2.99447 1.24810 2.80143
O 0.92571 0.45341 -1.26543
C 1.14658 -0.25190 -2.46670
C 2.47148 -1.12487 -2.14129
O 3.21950 -1.42760 -3.04826
O 2.51053 -1.46756 -0.93808
C 1.20138 0.69473 -3.64423
C 1.81041 0.34653 -4.84599
C 1.70057 1.15808 -5.96061
C 1.01019 2.35452 -5.89335
C 0.47009 2.74869 -4.68199
C 0.55336 1.92843 -3.57050
C 0.15557 -1.36651 -2.73870
C -0.93635 -1.60195 -1.91192
C -1.73539 -2.71516 -2.11066
C -1.47619 -3.60408 -3.13721
C -0.41218 -3.35655 -3.98749
C 0.39383 -2.25420 -3.78774
H 0.02769 0.83772 -1.15329
H 2.41626 -0.54183 -4.89112
H 2.15061 0.84370 -6.89273
H 0.91428 2.98009 -6.77120
H -0.03614 3.70168 -4.60913
H 0.11062 2.27345 -2.64661
H -1.17092 -0.93328 -1.09750
H -2.57102 -2.89238 -1.44955
H -2.08848 -4.48693 -3.26924
H -0.20240 -4.03550 -4.80292
H 1.24284 -2.10495 -4.43058
O 5.44373 0.45413 1.15091
C 4.29409 0.12841 0.97470
O 3.57437 -0.71108 1.56489
H 3.69586 0.71113 0.13016
C 1.54906 -4.64020 0.90438
N 1.14080 -3.26315 0.98986
C 0.03180 -2.79883 1.55994
S -0.23420 -1.14597 1.59818
N -0.85201 -3.65924 2.10222
C -2.10024 -3.26952 2.70215
H 2.51723 -4.66099 0.41095
H 0.84874 -5.24210 0.31326
H 1.65075 -5.08749 1.89967
H 1.74930 -2.56574 0.55751
H -0.66661 -4.64719 2.03189
H -2.19423 -2.18976 2.60502
H -2.12456 -3.53624 3.76176
H -2.93919 -3.75043 2.19468

---

Repeat the second record exactly.
81
Properties=species:S:1:pos:R:3 method="wB97M-V/def2-TZVPD" lumo_ev=-1.710 homo_ev=-8.5 smiles="CCP(CC)[C@]1(CCCCO)C(=O)N[C@@](Cl)(S(=O)(=O)C(F)(F)C(F)(F)F)[C@@]1([PH2]=O)P(O)(O)=S.O=C1C=CC(=O)C=C1.O=C1C=CC(=O)C=C1" charge=0
C 3.73777 -3.97124 -4.87557
C 3.09685 -3.98348 -3.35363
P 3.33229 -2.38135 -2.36326
C 3.13087 -2.59031 -0.48606
C 4.57845 -3.19231 0.09609
C 2.40259 -0.88060 -3.08121
C 3.42273 -0.40226 -4.27320
C 3.13074 1.07867 -4.90267
C 4.25555 2.20572 -4.39174
C 5.75540 1.95370 -5.00103
O 5.81811 1.05660 -6.16469
C 2.73806 0.28789 -1.93055
O 3.82776 0.46807 -1.18243
N 1.50036 1.14968 -1.99604
C 0.35916 0.16649 -2.13631
Cl 0.34764 -0.55545 -0.38639
S -1.18228 1.19820 -2.32096
O -0.98061 2.51927 -3.16142
O -2.37286 0.45982 -3.04877
C -1.93502 1.78637 -0.67816
F -2.58662 0.67179 0.09154
F -3.08040 2.68421 -1.08625
C -0.93365 2.72099 0.21838
F -1.80017 3.81743 0.79392
F -0.41049 1.98886 1.43232
F 0.13551 3.41218 -0.53728
C 0.78371 -0.92357 -3.31413
P -0.05617 -2.52258 -2.65137
O -1.58092 -2.36881 -2.27935
P 0.02341 -0.79304 -5.05344
O -1.58792 -1.53404 -5.18982
O -0.23509 0.87595 -5.60486
S 1.06233 -1.73741 -6.45794
H 4.62183 -3.17777 -4.98780
H 4.24333 -5.02381 -5.03343
H 2.91830 -3.86137 -5.71564
H 3.68937 -4.83991 -2.76942
H 1.99968 -4.37398 -3.45864
H 2.31293 -3.38947 -0.19693
H 2.93907 -1.60921 0.12396
H 5.29937 -3.49400 -0.79144
H 5.04623 -2.40615 0.83571
H 4.34981 -4.16294 0.75133
H 3.56717 -1.20210 -5.14083
H 4.49990 -0.33119 -3.76121
H 3.20944 1.02446 -6.09145
H 2.09032 1.54379 -4.64629
H 3.89557 3.28309 -4.75726
H 4.30207 2.22703 -3.22243
H 6.46486 1.52443 -4.15284
H 6.21532 3.01666 -5.28096
H 6.71965 0.58601 -6.06318
H 1.50851 1.99740 -2.59926
H -0.00258 -3.50351 -3.74413
H 0.61216 -3.13629 -1.53678
H -1.62212 -2.07936 -6.04494
H -0.93184 0.80260 -6.33813
C -2.40089 0.67026 3.50501
C -3.70452 0.96306 3.53875
C -4.53184 0.64045 4.71802
O -5.72553 0.90628 4.74898
C -3.86280 -0.01640 5.85852
C -2.55917 -0.30921 5.82477
C -1.73184 0.01341 4.64550
O -0.53816 -0.25242 4.61454
H -1.77988 0.89939 2.64763
H -4.20975 1.44544 2.71058
H -4.48380 -0.24553 6.71590
H -2.05393 -0.79158 6.65294
C -6.07148 2.00253 8.06111
C -7.13217 2.64859 8.55493
C -7.39456 2.69269 10.00697
O -8.36624 3.28209 10.45969
C -6.43908 1.99697 10.89175
C -5.37838 1.35091 10.39793
C -5.11600 1.30681 8.94589
O -4.14432 0.71741 8.49317
H -5.86483 1.95986 6.99869
H -7.84180 3.16434 7.91913
H -6.64573 2.03964 11.95417
H -4.66876 0.83515 11.03373

---

Please write out number 1 again, unchanged.
61
Properties=species:S:1:pos:R:3 method="wB97M-V/def2-TZVPD" de_lowest_kcal_mol=60.5 lumo_ev=-2.976 homo_ev=-9.4 charge=+1
C -5.76931 -3.50067 3.31963
N -6.06519 -2.43317 2.37977
C -6.05260 -1.09997 2.71303
C -6.34722 -0.31567 1.58173
C -6.00429 1.14411 1.46174
C -6.29278 2.03677 0.23142
C -5.54577 1.80970 -0.93411
C -5.62881 2.67485 -2.02684
C -6.47997 3.78474 -1.96322
C -7.15459 4.07174 -0.77146
C -7.06992 3.19686 0.31201
C -6.62845 -1.23974 0.50886
C -6.95170 -1.05530 -0.82471
C -7.01158 -2.17619 -1.65171
C -6.71413 -3.45450 -1.16201
C -6.35356 -3.66390 0.18408
C -6.40326 -2.56100 1.01918
H -5.73984 -4.45529 2.80207
H -4.80649 -3.33622 3.82655
H -6.53110 -3.57606 4.10708
H -5.82181 -0.78109 3.73598
H -6.32654 1.66030 2.37248
H -4.84110 0.97802 -0.95236
H -5.05584 2.44695 -2.93248
H -6.61907 4.40555 -2.85586
H -7.79157 4.95237 -0.72660
H -7.55695 3.45142 1.24874
H -7.15453 -0.04218 -1.17899
H -7.28199 -2.04173 -2.70267
H -6.79102 -4.30632 -1.82865
H -6.04174 -4.63863 0.55853
C -1.05735 2.78708 2.29863
C -1.85102 1.67912 2.95998
N -2.16133 1.92449 4.44647
C -2.92611 0.69621 4.92581
C -3.34494 0.77600 6.37730
C -0.97246 2.27601 5.26890
C 0.16285 1.48751 5.48971
C 1.19300 2.01304 6.32069
C 1.07046 3.27747 6.88003
C -0.05230 4.03949 6.63173
C -1.06297 3.52365 5.84010
B -2.79230 3.43830 4.87598
H -4.92093 1.09266 1.38770
H -0.68843 2.40247 1.34726
H -1.69237 3.64635 2.07932
H -0.20065 3.10336 2.90338
H -2.79882 1.48679 2.42423
H -1.29886 0.73096 2.91790
H -3.79066 0.52386 4.25808
H -2.25248 -0.15448 4.76588
H -3.65414 -0.22022 6.69398
H -2.52223 1.10397 7.02127
H -4.19555 1.44726 6.50152
H 0.33452 0.49351 5.06512
H 2.09465 1.42042 6.52566
H 1.86231 3.68814 7.51454
H -0.23632 5.03712 7.00982
H -1.96994 4.24005 5.72001
H -3.72893 3.33857 5.59436
H -2.88910 4.08007 3.88162